This record from the Open Molecules 2025 dataset describes an isolated ion of composition C9H18N4O2 and charge +2. The level of theory is wB97M-V/def2-TZVPD.

As for the electronic energy: -19662.0210 eV. Its energy relative to the best compared isomer or geometry (same formula, charge and spin) is 0.4451 eV. The HOMO energy comes out at -15.25 eV.

```
! wB97M-V def2-TZVPD RIJCOSX def2/J DEFGRID3
* xyz 2 1
C 0.29 -1.72 -0.38
C -1.23 1.27 0.13
C 0.04 0.30 -1.71
C 0.68 0.14 1.18
C 1.86 0.60 1.97
C 1.17 -2.15 1.77
C -0.64 1.74 2.39
C 0.31 -1.84 -2.77
C -1.53 2.07 -2.10
N 0.65 -1.17 0.80
N -0.41 0.96 1.16
N 0.17 -1.05 -1.53
N -0.90 1.13 -1.16
O 0.22 -3.04 -0.36
O -2.34 1.91 0.46
H 0.44 0.65 -2.65
H 2.75 0.04 1.66
H 1.78 0.50 3.05
H 2.04 1.65 1.77
H 0.44 -2.94 1.89
H 2.10 -2.59 1.41
H 1.34 -1.67 2.73
H -0.09 2.68 2.37
H -1.70 1.97 2.48
H -0.35 1.16 3.26
H 1.18 -2.49 -2.72
H 0.43 -1.17 -3.62
H -0.60 -2.42 -2.95
H -2.49 1.67 -2.46
H -0.89 2.19 -2.97
H -1.67 3.05 -1.65
H -0.05 -3.47 -1.19
H -2.98 2.04 -0.26
*
```

***

This record from the Open Molecules 2025 dataset describes a 2-piece molecular cluster, C9H18O overall. The level of theory is wB97M-V/def2-TZVPD.

As for the SMILES: C=C(O)C(C)C.C=C(C)C. As for the electronic energy: -11671.4593 eV. Its energy relative to the best compared isomer or geometry (same formula, charge and spin) is 1.1183 eV. The HOMO energy comes out at -8.48 eV.

```
! wB97M-V def2-TZVPD RIJCOSX def2/J DEFGRID3
* xyz 0 1
C -1.33 -1.72 0.96
C -2.23 -0.76 0.85
C -1.28 -2.88 0.02
C -0.26 -1.69 2.01
O 0.81 -0.52 -1.07
H 1.64 -0.38 -0.60
H -0.31 -0.79 2.61
H -1.52 1.68 -1.94
H -2.24 0.10 1.50
H -2.99 -0.78 0.09
H -0.49 -2.72 -0.71
H -1.06 -3.80 0.56
H -2.22 -2.99 -0.51
H -0.35 -2.56 2.66
H 0.72 -1.74 1.53
C 0.89 1.90 -0.66
C 1.01 1.81 0.86
C 2.27 2.06 -1.31
C 0.17 0.69 -1.21
C -1.00 0.75 -1.83
H 0.28 2.77 -0.91
H 0.02 1.72 1.31
H 1.60 0.96 1.17
H 1.48 2.71 1.25
H 2.96 1.28 -0.99
H 2.70 3.03 -1.03
H 2.18 2.02 -2.40
H -1.47 -0.14 -2.20
*
```

***

This record from the Open Molecules 2025 dataset describes a 3-piece molecular cluster, C9H18O9 overall. The level of theory is wB97M-V/def2-TZVPD.

As for the SMILES: COC(=O)OC.COC(=O)OC.COC(=O)OC. As for the electronic energy: -28047.0149 eV. Its energy relative to the best compared isomer or geometry (same formula, charge and spin) is 5.3725 eV. The HOMO energy comes out at -10.27 eV.

```
! wB97M-V def2-TZVPD RIJCOSX def2/J DEFGRID3
* xyz 0 1
C 24.64 0.55 21.54
O 24.02 1.09 20.37
C 23.65 0.21 19.31
O 23.90 -0.97 19.38
O 22.90 0.69 18.32
C 22.32 -0.13 17.21
H 24.16 -0.08 22.09
H 25.13 1.24 21.96
H 25.39 -0.30 21.18
H 21.49 0.55 16.72
H 22.00 -1.18 17.44
H 23.28 -0.43 16.53
C 24.64 3.58 18.26
O 25.37 4.72 17.93
C 25.90 5.59 18.86
O 25.81 5.37 20.02
O 26.48 6.70 18.31
C 26.98 7.71 19.11
H 24.53 2.80 17.34
H 23.60 4.02 18.65
H 25.08 3.28 19.16
H 28.02 7.64 19.50
H 26.33 7.82 19.86
H 26.98 8.56 18.65
C 23.46 8.02 19.74
O 24.00 8.38 18.52
C 23.65 7.84 17.37
O 22.64 7.07 17.34
O 24.27 8.28 16.26
C 23.99 7.57 14.99
H 23.62 6.97 20.05
H 22.43 8.25 19.86
H 23.98 8.58 20.47
H 24.75 7.76 14.36
H 23.19 8.06 14.68
H 23.70 6.48 15.40
*
```

***

Repeat the first record exactly.
This record from the Open Molecules 2025 dataset describes an isolated ion of composition C9H18N4O2 and charge +2. The level of theory is wB97M-V/def2-TZVPD.

As for the electronic energy: -19662.0210 eV. Its energy relative to the best compared isomer or geometry (same formula, charge and spin) is 0.4451 eV. The HOMO energy comes out at -15.25 eV.

```
! wB97M-V def2-TZVPD RIJCOSX def2/J DEFGRID3
* xyz 2 1
C 0.29 -1.72 -0.38
C -1.23 1.27 0.13
C 0.04 0.30 -1.71
C 0.68 0.14 1.18
C 1.86 0.60 1.97
C 1.17 -2.15 1.77
C -0.64 1.74 2.39
C 0.31 -1.84 -2.77
C -1.53 2.07 -2.10
N 0.65 -1.17 0.80
N -0.41 0.96 1.16
N 0.17 -1.05 -1.53
N -0.90 1.13 -1.16
O 0.22 -3.04 -0.36
O -2.34 1.91 0.46
H 0.44 0.65 -2.65
H 2.75 0.04 1.66
H 1.78 0.50 3.05
H 2.04 1.65 1.77
H 0.44 -2.94 1.89
H 2.10 -2.59 1.41
H 1.34 -1.67 2.73
H -0.09 2.68 2.37
H -1.70 1.97 2.48
H -0.35 1.16 3.26
H 1.18 -2.49 -2.72
H 0.43 -1.17 -3.62
H -0.60 -2.42 -2.95
H -2.49 1.67 -2.46
H -0.89 2.19 -2.97
H -1.67 3.05 -1.65
H -0.05 -3.47 -1.19
H -2.98 2.04 -0.26
*
```

***

What is the energy relative to the best compared isomer or geometry (same formula, charge and spin) in the first record?
0.4451 eV

***

Please write out number 1 again, unchanged.
This record from the Open Molecules 2025 dataset describes an isolated ion of composition C9H18N4O2 and charge +2. The level of theory is wB97M-V/def2-TZVPD.

As for the electronic energy: -19662.0210 eV. Its energy relative to the best compared isomer or geometry (same formula, charge and spin) is 0.4451 eV. The HOMO energy comes out at -15.25 eV.

```
! wB97M-V def2-TZVPD RIJCOSX def2/J DEFGRID3
* xyz 2 1
C 0.29 -1.72 -0.38
C -1.23 1.27 0.13
C 0.04 0.30 -1.71
C 0.68 0.14 1.18
C 1.86 0.60 1.97
C 1.17 -2.15 1.77
C -0.64 1.74 2.39
C 0.31 -1.84 -2.77
C -1.53 2.07 -2.10
N 0.65 -1.17 0.80
N -0.41 0.96 1.16
N 0.17 -1.05 -1.53
N -0.90 1.13 -1.16
O 0.22 -3.04 -0.36
O -2.34 1.91 0.46
H 0.44 0.65 -2.65
H 2.75 0.04 1.66
H 1.78 0.50 3.05
H 2.04 1.65 1.77
H 0.44 -2.94 1.89
H 2.10 -2.59 1.41
H 1.34 -1.67 2.73
H -0.09 2.68 2.37
H -1.70 1.97 2.48
H -0.35 1.16 3.26
H 1.18 -2.49 -2.72
H 0.43 -1.17 -3.62
H -0.60 -2.42 -2.95
H -2.49 1.67 -2.46
H -0.89 2.19 -2.97
H -1.67 3.05 -1.65
H -0.05 -3.47 -1.19
H -2.98 2.04 -0.26
*
```

***

Please write out number 1 again, unchanged.
This record from the Open Molecules 2025 dataset describes an isolated ion of composition C9H18N4O2 and charge +2. The level of theory is wB97M-V/def2-TZVPD.

As for the electronic energy: -19662.0210 eV. Its energy relative to the best compared isomer or geometry (same formula, charge and spin) is 0.4451 eV. The HOMO energy comes out at -15.25 eV.

```
! wB97M-V def2-TZVPD RIJCOSX def2/J DEFGRID3
* xyz 2 1
C 0.29 -1.72 -0.38
C -1.23 1.27 0.13
C 0.04 0.30 -1.71
C 0.68 0.14 1.18
C 1.86 0.60 1.97
C 1.17 -2.15 1.77
C -0.64 1.74 2.39
C 0.31 -1.84 -2.77
C -1.53 2.07 -2.10
N 0.65 -1.17 0.80
N -0.41 0.96 1.16
N 0.17 -1.05 -1.53
N -0.90 1.13 -1.16
O 0.22 -3.04 -0.36
O -2.34 1.91 0.46
H 0.44 0.65 -2.65
H 2.75 0.04 1.66
H 1.78 0.50 3.05
H 2.04 1.65 1.77
H 0.44 -2.94 1.89
H 2.10 -2.59 1.41
H 1.34 -1.67 2.73
H -0.09 2.68 2.37
H -1.70 1.97 2.48
H -0.35 1.16 3.26
H 1.18 -2.49 -2.72
H 0.43 -1.17 -3.62
H -0.60 -2.42 -2.95
H -2.49 1.67 -2.46
H -0.89 2.19 -2.97
H -1.67 3.05 -1.65
H -0.05 -3.47 -1.19
H -2.98 2.04 -0.26
*
```